The following is a DFT calculation (wB97M-V/def2-TZVPD) of a cluster of 9 separate species, C34H69Cl4NO12S5 in total.

Last column: Mulliken charge in e.
CARTESIAN COORDINATES (ANGSTROEM)
C (-0.00946, -0.85742, 2.58817)  -0.250
C (0.73717, -0.34952, 1.34055)  2.119
C (1.28425, -1.55445, 0.57881)  0.850
C (0.20130, -2.25124, -0.23231)  -0.722
C (-0.61744, -1.24729, -1.06616)  0.050
C (-1.06487, 0.03987, -0.36719)  2.146
N (-0.04582, 0.52654, 0.50050)  0.724
O (-0.44176, 1.65244, 1.18575)  -0.972
C (-2.41444, -0.22614, 0.38314)  -0.480
C (-1.41185, 1.04315, -1.47495)  -0.592
C (1.92366, 0.50016, 1.82149)  -1.986
H (0.70576, -1.29263, 3.31014)  -0.634
H (-0.70109, -1.69157, 2.43320)  -0.941
H (-0.48289, -0.01934, 3.10405)  0.590
H (1.68477, -2.24158, 1.33684)  0.139
H (2.09309, -1.27173, -0.10290)  -1.555
H (-0.49822, -2.75103, 0.45252)  0.004
H (0.53591, -3.01968, -0.93728)  0.437
H (-1.51674, -1.81763, -1.35039)  0.246
H (-0.13380, -1.02818, -2.02460)  -1.030
H (-2.18527, -0.66250, 1.36269)  -1.409
H (-3.05950, -0.97754, -0.09513)  0.432
H (-2.96296, 0.68703, 0.62326)  0.581
H (-1.67510, 2.04776, -1.15231)  0.656
H (-2.33566, 0.64589, -1.93820)  -0.344
H (-0.69100, 1.06631, -2.29704)  -0.555
H (2.50879, 0.83124, 0.96852)  0.234
H (2.56321, -0.19642, 2.40610)  0.379
H (1.58940, 1.20570, 2.57509)  0.467
C (-0.97487, 5.85889, -2.30369)  0.098
O (-0.56306, 6.53094, -1.20751)  -0.930
H (-1.55557, 6.49193, -3.03352)  0.200
H (-0.09374, 5.46293, -2.89767)  -0.171
H (-1.59576, 4.96672, -2.03848)  -0.121
C (-6.90658, 0.75319, -0.44679)  -0.770
C (-5.56362, 0.45808, -1.13462)  0.484
C (-5.09425, 1.78776, -1.71324)  -0.532
S (-5.35989, 2.94624, -0.34230)  1.114
O (-6.05473, 4.11295, -0.81978)  -0.729
O (-4.20515, 3.07719, 0.48924)  -0.535
C (-6.58411, 1.92076, 0.50200)  -0.786
H (-7.19245, -0.11186, 0.15868)  0.305
H (-7.79626, 0.97660, -1.03768)  0.337
H (-5.69430, -0.26220, -1.94481)  0.472
H (-4.86058, 0.07297, -0.39734)  -0.539
H (-5.79355, 2.16758, -2.45581)  0.460
H (-4.03350, 1.82455, -1.95369)  0.080
H (-7.43260, 2.55618, 0.74708)  0.500
H (-6.21653, 1.48903, 1.43231)  0.277
C (4.77272, -1.37896, -3.10295)  -0.849
C (5.10741, 0.04068, -3.56148)  -0.643
C (3.89340, 0.57849, -4.28704)  -0.736
S (2.48892, -0.08141, -3.39563)  1.391
O (1.64626, -0.79670, -4.33245)  -0.769
O (1.90878, 0.89159, -2.53274)  -0.635
C (3.39544, -1.33008, -2.43953)  -0.592
H (5.52576, -1.71223, -2.38736)  0.376
H (4.69692, -2.12680, -3.89381)  0.331
H (6.02192, 0.09650, -4.14784)  0.387
H (5.21844, 0.65788, -2.66320)  0.307
H (3.76993, 0.18375, -5.30371)  0.369
H (3.76077, 1.63848, -4.50234)  0.413
H (2.76948, -2.20550, -2.59553)  0.467
H (3.37062, -1.03277, -1.39385)  -0.054
C (0.88903, -4.13960, 4.03188)  0.196
C (-0.05448, -4.16473, 5.21378)  -0.412
C (0.68613, -4.76966, 6.38308)  -0.892
S (2.32612, -4.01404, 6.25371)  1.144
O (3.36201, -5.01523, 6.36658)  -0.733
O (2.26754, -2.89463, 7.14626)  -0.603
C (2.15840, -3.50857, 4.53814)  -0.030
H (0.50313, -3.65361, 3.13511)  -0.684
H (1.06916, -5.15304, 3.64154)  0.437
H (-1.03877, -4.58529, 5.01124)  0.436
H (-0.27385, -3.10873, 5.43276)  0.217
H (0.86363, -5.84096, 6.22685)  0.369
H (0.32091, -4.70581, 7.40328)  0.445
H (3.09850, -3.64527, 4.01363)  0.511
H (2.02076, -2.42834, 4.65861)  -0.350
C (4.24293, 2.95674, 5.68313)  -0.665
C (4.94360, 2.10822, 6.76436)  -0.557
C (3.89594, 1.13023, 7.28765)  -0.939
S (2.95811, 0.58221, 5.86374)  1.378
O (1.57800, 0.65240, 6.24841)  -0.789
O (3.48537, -0.61272, 5.27255)  -0.620
C (3.34103, 2.01155, 4.86712)  -0.718
H (4.95008, 3.35644, 4.96161)  0.317
H (3.69867, 3.74674, 6.19784)  0.294
H (5.28320, 2.66782, 7.63691)  0.370
H (5.80849, 1.56196, 6.37869)  0.278
H (3.15215, 1.71997, 7.82913)  0.339
H (4.14017, 0.27312, 7.91050)  0.483
H (2.43904, 2.42623, 4.42614)  0.524
H (3.94982, 1.61813, 4.05013)  0.328
C (1.01409, 3.29431, -5.31939)  0.028
C (-0.28169, 2.53028, -5.64983)  -0.425
C (0.04087, 1.32352, -6.53711)  -0.021
S (1.41694, 1.83576, -7.56444)  1.183
O (0.96889, 2.13893, -8.90227)  -0.755
O (2.58101, 0.99353, -7.39747)  -0.629
C (1.75815, 3.37893, -6.66053)  -1.026
H (1.53999, 2.58444, -4.68592)  -0.296
H (0.77300, 4.30354, -5.00821)  0.364
H (-0.92448, 3.25257, -6.15614)  0.498
H (-0.71484, 2.21392, -4.70285)  -0.092
H (-0.91003, 1.24728, -7.06731)  0.440
H (0.20254, 0.37740, -6.02822)  -0.141
H (1.35339, 4.16959, -7.29196)  0.395
H (2.84117, 3.43319, -6.57991)  0.458
Cl (-3.90693, -4.20760, 3.58582)  -0.234
C (-3.14804, -2.68448, 2.96907)  0.080
C (-4.16632, -1.59859, 2.76301)  0.178
Cl (-5.44291, -2.15034, 1.65786)  -0.221
H (-2.66599, -2.93496, 2.02867)  0.001
H (-2.39800, -2.40166, 3.70288)  0.082
H (-3.65684, -0.77505, 2.25402)  0.013
H (-4.52543, -1.15313, 3.68775)  0.453
Cl (-2.53633, -0.10033, -4.92235)  -0.170
C (-1.98879, -1.72372, -4.46412)  0.075
C (-2.03809, -2.72030, -5.59941)  -0.610
Cl (-1.29333, -2.19337, -7.12130)  -0.188
H (-2.66465, -2.04944, -3.67510)  0.464
H (-0.99497, -1.65085, -4.02636)  -0.241
H (-3.08263, -2.94334, -5.82085)  0.356
H (-1.56971, -3.65508, -5.29767)  0.349

Results
Net charge: -2
E, eV: -166696.802
HOMO level, Eh: 0.0096